[1]
The following is a DFT calculation (ωB97M-V/def2-TZVPD) of a molecular structure, C6H12O.

For the HOMO-LUMO gap, the calculation gives 0.3762 hartree. Its net charge is 0. The LUMO energy is 0.82 eV.

```
19
Properties=species:S:1:pos:R:3:lowdin_charge:R:1
C -2.81343 0.15003 -0.23654 -0.120
C -1.40441 0.55710 0.18610 -0.266
C -0.43171 -0.62361 0.19777 -0.187
C 0.94987 -0.22207 0.64935 -0.238
C 2.18967 -1.00043 0.19127 -0.040
C 1.91840 0.36202 -0.28561 -0.441
O 1.71779 0.83990 -1.57868 -0.018
H -2.81117 -0.27356 -1.24773 0.073
H -3.22546 -0.60751 0.44136 0.071
H -3.49488 1.00737 -0.23484 0.068
H -1.43691 1.01504 1.18489 0.110
H -1.01171 1.31901 -0.49915 0.110
H -0.37747 -1.05127 -0.81184 0.125
H -0.80401 -1.41724 0.86003 0.119
H 1.01233 0.22841 1.63727 0.140
H 2.05192 -1.84157 -0.48042 0.115
H 3.03028 -1.07428 0.87195 0.101
H 2.61130 1.14481 0.21880 0.167
H 2.32961 1.48788 -1.06399 0.111
```

=====

[2]
The following is a DFT calculation (ωB97M-V/def2-TZVPD) of a molecular structure, C19H53LiO12.

For the HOMO-LUMO gap (spin up / spin down), the calculation gives 0.2407 / 0.1196 hartree. Its net charge is +1. The LUMO energy (spin up / spin down) is -5.04 / -8.34 eV. Its spin multiplicity is 2. Its expectation value of S² is 0.755.

```
85
Properties=species:S:1:pos:R:3:lowdin_charge:R:1
Li 2.24271 -3.25466 0.95855 0.878
C 0.42130 0.40074 0.24852 -0.041
C 1.38456 -0.73460 0.07617 -0.297
O 0.79832 -2.00052 -0.05153 -0.108
H -0.12155 0.37103 1.19326 0.083
H -0.35571 0.31876 -0.51150 0.086
H 0.92953 1.35707 0.12509 0.092
H 2.04976 -0.63442 0.93383 0.122
H 2.05126 -0.56421 -0.76915 0.151
C 5.76388 0.05437 -3.64894 -0.043
C 5.00836 -1.21447 -3.18726 -0.495
C 5.97869 -2.33636 -3.06773 -0.062
O 4.49690 -0.93630 -1.89931 -0.071
H 5.07337 0.88382 -3.80161 0.078
H 6.39000 -0.12822 -4.52229 0.086
H 6.42542 0.42637 -2.86658 0.083
H 4.15870 -1.32827 -3.86047 0.134
H 5.60014 -3.27266 -2.65766 0.078
H 6.86198 -2.08717 -2.47968 0.093
H 6.31384 -2.50898 -4.09045 0.090
H 3.95985 -1.68244 -1.62280 0.048
C 2.36429 0.20881 4.60639 -0.064
C 3.80311 0.71741 4.66306 -0.449
C 4.21292 1.49833 5.97350 -0.038
O 4.58694 -0.50720 4.67812 -0.078
H 1.59222 0.96041 4.77104 0.084
H 2.27659 -0.56069 5.37338 0.085
H 2.13541 -0.24688 3.64303 0.043
H 4.00195 1.36394 3.80833 0.125
H 3.83547 0.95407 6.83919 0.080
H 3.93297 2.54909 6.04841 0.076
H 5.30227 1.48474 6.00871 0.071
H 5.48291 -0.22972 4.47354 0.082
C -2.72424 1.78564 2.07058 -0.055
C -4.21738 2.07060 2.18075 -0.466
C -5.11396 0.94845 2.69714 -0.028
O -4.32511 3.14621 3.13966 -0.063
H -2.14122 2.64471 1.73863 0.064
H -2.60714 0.99732 1.32697 0.048
H -2.26569 1.35337 2.95994 0.084
H -4.63581 2.45909 1.25226 0.133
H -4.97667 0.04504 2.10291 0.056
H -6.07801 1.45249 2.62900 0.093
H -4.89429 0.72105 3.74028 0.086
H -3.86586 3.91469 2.79307 0.082
C -2.03241 -2.59081 1.42132 -0.249
C -3.53044 -2.65940 1.76359 -0.241
O -4.25420 -2.11393 0.74776 -0.048
O -1.63480 -3.33382 0.32044 -0.046
H -1.42446 -2.83156 2.29341 0.121
H -1.84091 -1.56939 1.09249 0.106
H -3.77899 -2.23567 2.73662 0.130
H -3.81487 -3.69816 1.93143 0.128
H -3.90720 -2.55070 -0.03353 0.103
H -0.79356 -2.90509 0.14696 0.013
C -0.66457 3.88815 -0.70380 -0.271
C 0.58214 4.38153 -1.41293 -0.215
O 0.38089 4.54261 -2.85151 -0.057
O -1.69057 4.88127 -0.75429 -0.057
H -0.44457 3.68413 0.34409 0.103
H -1.10632 2.96173 -1.07082 0.103
H 1.42883 3.72990 -1.19709 0.101
H 0.83821 5.33467 -0.95027 0.127
H 0.17138 3.66253 -3.17271 0.074
H -2.19443 4.78568 -1.56582 0.087
C -4.41853 0.33488 -3.11568 -0.253
C -3.96927 0.54928 -1.65194 -0.228
O -5.02130 0.14191 -0.78093 -0.070
O -4.41747 -1.01914 -3.36355 -0.058
H -3.85397 0.93540 -3.82894 0.119
H -5.45360 0.65158 -3.24385 0.120
H -3.88532 1.62408 -1.49111 0.105
H -3.06226 -0.00688 -1.41502 0.103
H -4.67575 -0.49449 -0.15070 0.021
H -4.73243 -1.54482 -2.62459 0.084
C -0.58586 -2.88479 -3.39589 -0.241
C 0.95170 -2.81050 -3.63802 -0.189
O 1.71469 -3.15865 -2.48669 -0.064
O -1.13368 -1.95587 -2.53126 -0.035
H -0.85956 -3.90471 -3.12579 0.125
H -1.15755 -2.78782 -4.31886 0.133
H 1.16679 -1.79991 -3.98524 0.120
H 1.22080 -3.49026 -4.44648 0.131
H 1.34649 -2.65443 -1.75745 0.004
H -0.57572 -1.94836 -1.75010 0.028
```

=====

[3]
The following is a DFT calculation (ωB97M-V/def2-TZVPD) of 2 unconnected molecules or ions with the total composition C4H6Cl2F3N3O2.

For the HOMO-LUMO gap, the calculation gives 0.3094 hartree. Its net charge is 0. The LUMO energy is -0.68 eV.

```
20
Properties=species:S:1:pos:R:3:lowdin_charge:R:1
N 1.11530 1.22980 0.32390 0.089
C -0.30371 1.23244 0.10825 -0.321
N -1.13476 0.17330 0.49082 0.204
C -0.78095 -0.44142 1.73678 -0.697
F 0.00908 -1.49587 1.55579 0.118
F -1.89765 -0.92212 2.28346 0.165
F -0.27976 0.41473 2.59837 0.195
N -0.84252 2.21974 -0.49515 0.257
C -2.33361 2.31841 -0.80798 -0.745
O -3.09117 2.27882 0.15679 0.029
O -2.61663 2.46707 -1.97463 0.043
H 1.56218 1.32782 -0.58567 0.080
H 1.31703 2.09407 0.82490 0.109
H -1.16693 -0.51128 -0.26252 0.172
H -0.27771 2.99268 -0.82566 0.174
C 2.28126 -3.13680 -1.02166 -1.001
Cl 0.81407 -4.03992 -1.40866 0.515
Cl 1.92679 -1.43340 -0.69701 0.560
H 2.73652 -3.56927 -0.13809 0.029
H 2.96316 -3.19880 -1.86203 0.026
```

=====

What did we get for strongest force on any atom? Answer: 0.08809; 0.05075; 0.08111 Eh/bohr, in the order shown.